# C26H28F5N4O

A 2-piece molecular cluster, C26H28F5N4O overall in a non-equilibrium geometry (ωB97M-V/def2-TZVPD, the OMol25 dataset).

M: 507.53 g/mol
HOMO level: -9.75 eV
Net charge: +1
Energy relative to the best compared isomer or geometry (same formula, charge and spin): 171.6 kJ/mol

The geometry in XYZ format:
```
64
Properties=species:S:1:pos:R:3:forces:R:3:mulliken_charge:R:1
C -4.2067 0.7591 0.2809 -0.3 -0.6 -0.3 -0.688
N -3.4809 2.0198 0.4192 1.6 1.0 0.1 0.090
C -4.0560 3.2712 0.5653 0.5 -0.2 0.0 -0.852
C -3.0556 4.1769 0.6915 0.0 -0.3 0.1 -0.262
N -1.8450 3.5016 0.6417 -1.1 -0.8 -0.2 0.343
C -0.5918 4.1680 0.8376 -0.1 -0.3 0.0 -1.592
C -0.2403 5.2236 0.0003 -0.3 0.0 -0.3 0.629
F -1.1018 5.6428 -0.9436 0.5 -0.2 0.5 -0.281
C 1.0099 5.8107 0.1102 0.3 0.8 -0.5 0.494
F 1.3536 6.8209 -0.7064 -0.3 -0.7 0.6 -0.283
C 1.9203 5.3353 1.0446 0.8 0.3 0.0 0.516
F 3.1599 5.8501 1.0974 -1.1 -0.4 0.0 -0.319
C 1.5686 4.2944 1.8924 0.6 -0.6 0.5 0.523
F 2.4763 3.7850 2.7414 -0.7 0.5 -0.5 -0.364
C 0.3111 3.7220 1.8016 -0.1 -0.2 0.4 1.089
F -0.0065 2.6888 2.6014 0.1 0.8 -0.4 -0.380
C -2.1159 2.1541 0.4472 -2.4 2.1 0.4 -0.047
C -1.1724 1.0599 0.3561 1.0 -3.1 0.0 0.488
C 0.2084 1.3793 0.1575 0.8 0.1 -0.3 -0.936
C 1.2121 0.5576 0.5462 -1.0 0.5 0.0 -0.141
C 2.5959 0.9359 0.5729 1.0 0.2 -0.1 0.656
C 3.5149 0.1933 1.3299 -0.7 0.1 -0.1 -0.385
C 4.8246 0.5942 1.4439 0.3 0.0 0.1 -0.732
C 5.2596 1.7377 0.7986 0.2 -0.1 0.1 -0.435
C 4.3794 2.4776 0.0322 0.0 0.3 -0.1 -0.735
C 3.0678 2.0849 -0.0809 -0.3 -0.3 0.2 -0.255
O -1.5492 -0.1128 0.4862 0.0 1.5 0.0 -0.647
H -3.5006 -0.0483 0.0984 -0.1 0.2 0.1 0.123
H -4.7492 0.5428 1.1976 0.0 0.1 0.1 0.368
H -4.9050 0.8047 -0.5516 0.0 0.3 0.0 0.381
H -5.1150 3.4720 0.6154 0.0 -0.4 -0.1 0.489
H -3.1457 5.2415 0.8457 0.3 -0.1 0.0 0.495
H 0.4375 2.3641 -0.2003 0.1 0.1 -0.3 0.817
H 0.9321 -0.3837 0.9842 0.0 -0.4 0.1 0.476
H 3.1705 -0.6734 1.8664 -0.1 -0.3 0.1 0.432
H 5.5130 0.0294 2.0536 0.0 -0.1 0.0 0.407
H 6.2871 2.0498 0.8912 0.1 0.0 0.0 0.421
H 4.7194 3.3755 -0.4608 0.0 0.1 -0.1 0.457
H 2.3917 2.6749 -0.6707 -0.2 0.2 -0.3 0.596
C -2.5235 -3.2550 0.7320 -0.1 -0.6 -0.7 -0.918
N -2.4152 -4.0503 -0.4926 0.3 0.0 -0.6 0.198
C -3.6041 -4.8570 -0.8639 1.1 0.7 0.6 -1.063
C -1.1185 -4.7819 -0.5762 -0.9 0.4 -0.2 -1.431
C -0.1950 -4.1561 -1.6129 0.2 0.3 -0.3 0.385
C 1.1041 -4.9555 -1.8445 -0.1 0.3 0.2 -0.806
C 2.1554 -3.8972 -2.2310 0.0 0.0 -0.2 -0.681
C 1.6421 -2.5713 -1.6339 -0.3 0.1 0.3 -0.318
N 0.2433 -2.7961 -1.2026 0.0 -0.2 -0.1 -0.155
H -1.6626 -2.5950 0.8259 0.0 -0.1 -0.1 0.259
H -3.4228 -2.6434 0.6975 -0.2 0.0 0.0 0.220
H -2.5723 -3.9051 1.6036 -0.1 -0.1 0.5 0.367
H -3.4787 -5.2737 -1.8620 0.1 0.0 0.0 0.311
H -3.7512 -5.6689 -0.1543 -0.2 -0.3 0.1 0.389
H -4.4908 -4.2269 -0.8675 0.0 0.1 0.0 0.314
H -0.6249 -4.7760 0.3980 0.1 0.1 0.1 0.438
H -1.3000 -5.8318 -0.8203 -0.1 0.0 -0.1 0.466
H -0.7410 -4.0693 -2.5641 -0.1 -0.2 0.1 0.186
H 1.3861 -5.4728 -0.9222 0.0 0.1 0.0 0.372
H 0.9814 -5.7324 -2.6087 0.0 0.2 0.1 0.381
H 3.1619 -4.1534 -1.8739 -0.3 0.1 0.0 0.345
H 2.2249 -3.8173 -3.3221 -0.1 0.0 0.2 0.264
H 2.2236 -2.2774 -0.7534 0.1 -0.1 -0.1 0.067
H 1.7060 -1.7374 -2.3438 0.1 -0.2 0.0 0.297
H -0.4045 -2.0802 -1.5411 0.4 -0.5 0.1 0.158
```
Forces are in eV/Å.

# C26H28FeO4

C26H28FeO4 as an isolated structure in a non-equilibrium geometry (ωB97M-V/def2-TZVPD, the OMol25 dataset).

M: 460.35 g/mol
HOMO level (alpha / beta): 1.61 / -0.28 eV
Net charge: -2
Spin multiplicity: 5

The geometry in XYZ format:
```
59
Properties=species:S:1:pos:R:3:forces:R:3:mulliken_charge:R:1
C -3.8991 -0.8959 1.9194 -0.2 -0.2 -0.2 -1.127
C -2.9108 0.2286 2.0511 0.8 0.0 0.4 -0.295
O -1.6408 -0.3253 2.4442 -1.7 0.2 -0.5 -0.147
C -0.6659 0.6183 2.5945 2.9 -0.3 0.7 -0.100
C 0.6316 -0.0307 2.6683 0.0 1.6 -0.4 1.084
C 1.8715 0.7197 2.5477 -1.6 -1.3 0.5 0.339
O 2.0662 1.9035 2.7901 0.7 0.5 -0.4 -0.772
C 2.9635 -0.2951 2.1076 0.1 0.2 -0.1 -0.723
C 2.3378 -1.6794 2.2590 -0.2 -0.2 0.3 -0.573
C 0.8078 -1.4398 2.2460 0.0 -0.6 -0.7 -0.666
O -0.8902 1.8170 2.6617 -0.9 0.0 -0.2 -0.759
H -4.8876 -0.4423 1.8103 -0.1 -0.2 0.0 0.365
H -3.6888 -1.4794 1.0135 0.0 -0.1 0.2 0.345
H -3.9021 -1.5547 2.7974 0.0 0.2 -0.2 0.110
H -2.7695 0.7428 1.0899 -0.1 0.1 0.2 0.387
H -3.2400 0.9691 2.7903 0.1 -0.1 -0.1 0.246
H 3.2031 -0.1018 1.0507 0.0 0.1 0.1 0.374
H 3.8847 -0.1798 2.6910 -0.1 0.1 -0.1 0.248
H 2.6170 -2.3442 1.4298 0.1 0.0 0.3 0.395
H 2.6466 -2.1446 3.2137 -0.1 0.2 -0.4 0.235
H 0.2390 -2.1938 2.8209 0.3 0.3 -0.1 0.147
H 0.4638 -1.5300 1.1954 -0.1 -0.4 0.1 0.244
C -4.5591 -3.7554 5.4791 0.0 1.2 -0.2 -0.896
O -4.5825 -2.3265 5.2712 -1.0 -1.2 0.2 -0.410
C -3.5787 -1.5496 5.7620 1.2 0.5 0.7 0.785
C -3.7291 -0.1405 5.6707 -0.5 -1.0 -0.5 -0.505
C -2.6254 0.6682 5.7174 0.5 -0.1 0.0 -0.495
C -1.3341 0.1136 5.9743 0.0 -0.1 0.1 0.855
C -0.1668 0.8814 5.8133 0.4 0.6 0.8 -0.982
C 1.0739 0.5333 6.4769 0.6 -1.8 0.0 1.849
C 2.3481 0.2700 5.7902 -1.0 -1.7 -0.4 0.938
C 3.2984 -0.2352 6.7406 -0.5 -1.8 -0.4 -0.863
C 2.6769 -0.2440 8.0493 -0.5 -1.8 0.0 -0.934
C 1.3178 0.2399 7.9083 -1.1 -1.8 -0.8 -0.813
Fe 2.6141 1.5571 7.2447 -0.5 0.0 -0.2 -0.523
C 2.9941 2.8476 8.6780 0.6 1.8 0.2 -0.706
C 1.9701 3.3520 7.7724 0.7 1.7 0.3 -0.732
C 2.5232 3.3664 6.4283 0.7 1.7 0.4 -0.580
C 3.8909 2.8767 6.4980 0.5 1.9 0.4 -0.815
C 4.1856 2.5548 7.8886 0.6 1.8 0.3 -0.659
C -1.2665 -1.2651 6.3581 0.2 0.4 -0.1 -0.882
C -2.3666 -2.0845 6.2512 -0.9 0.2 -0.6 -0.405
H -5.5443 -4.0680 5.1461 -0.1 -0.2 0.0 0.261
H -3.8008 -4.2544 4.8636 0.1 0.2 0.1 0.323
H -4.4227 -4.0216 6.5342 0.0 0.1 -0.1 0.332
H -4.7187 0.2564 5.4429 0.2 -0.1 -0.1 0.304
H -2.7027 1.7356 5.4906 0.0 -0.4 0.2 0.361
H -0.2127 1.8388 5.2839 -0.1 -0.4 -0.1 0.297
H 2.4488 0.3222 4.7147 0.1 0.2 0.4 -0.632
H 4.2836 -0.6136 6.4850 -0.1 0.2 0.2 0.434
H 3.1470 -0.6244 8.9529 -0.1 0.3 -0.1 0.381
H 0.5282 0.2988 8.6602 0.5 0.0 -0.1 0.550
H 2.8953 2.7610 9.7589 0.0 -0.1 -0.3 0.413
H 0.9901 3.7266 8.0623 0.2 -0.3 -0.1 0.441
H 2.0300 3.7601 5.5404 0.1 -0.4 0.2 0.517
H 4.5914 2.8368 5.6636 -0.3 -0.2 0.3 0.473
H 5.1410 2.2089 8.2806 -0.3 0.0 -0.1 0.394
H -0.3071 -1.7038 6.6257 -0.1 0.3 0.0 0.272
H -2.3034 -3.1520 6.4494 0.2 0.2 -0.1 0.298
```
Forces are in eV/Å.

# C26H28GeKN2O4S

C26H28GeKN2O4S as an isolated structure in a non-equilibrium geometry (ωB97M-V/def2-TZVPD, the OMol25 dataset).

M: 576.30 g/mol
HOMO level (alpha / beta): -4.68 / -8.41 eV
Spin multiplicity: 2
Energy relative to the best compared isomer or geometry (same formula, charge and spin): 81.7 kJ/mol

The geometry in XYZ format:
```
63
Properties=species:S:1:pos:R:3:forces:R:3:mulliken_charge:R:1
K 0.5577 -0.8001 -0.4596 0.1 -0.6 1.5 0.812
O 0.8290 0.2547 -4.7074 0.0 -0.1 -0.2 -0.478
C 0.5397 0.1633 -3.3738 -0.1 0.3 -0.1 0.307
O 0.9515 -0.8319 -2.7461 0.3 -0.2 -0.8 -0.868
C -0.2132 1.2419 -2.8396 0.0 0.0 -0.2 0.251
C -0.7123 2.2986 -3.6529 0.0 0.1 0.0 -0.682
C -1.4613 3.2933 -3.1023 0.1 -0.1 -0.1 -0.389
C -1.7268 3.2709 -1.7112 0.1 0.0 0.0 -0.823
C -1.2009 2.2188 -0.9932 -0.1 0.1 0.1 0.262
N -0.4739 1.2201 -1.4840 -0.2 0.3 -0.3 0.054
C -1.4691 2.2048 0.4760 0.0 -0.3 0.1 0.447
O -1.7617 3.1930 1.1074 -0.1 0.5 0.2 -0.614
O -1.3910 1.0204 1.1037 0.3 0.0 -0.2 -0.257
H 1.3211 -0.5552 -4.9019 0.0 0.1 0.0 0.351
H -0.4935 2.2888 -4.7096 0.0 0.0 -0.1 0.424
H -1.8482 4.0910 -3.7210 0.0 0.0 0.0 0.409
H -2.2883 4.0442 -1.2145 0.0 0.0 0.0 0.478
C -3.6333 1.8963 3.0587 0.1 -0.1 0.1 -1.356
Ge -1.8366 1.1715 2.8887 -0.2 0.0 0.2 1.142
C -0.4870 2.1925 3.8437 0.0 0.1 -0.2 -0.316
C -0.6883 2.5169 5.1814 -0.1 0.0 0.1 0.024
C 0.2705 3.2113 5.9002 0.0 0.0 0.0 -0.758
C 1.4504 3.5938 5.2852 0.1 0.0 0.0 -0.376
C 1.6616 3.2898 3.9504 0.0 0.0 0.0 -0.740
C 0.6968 2.5987 3.2352 0.0 -0.1 -0.1 0.011
C -1.8808 -0.7561 3.2977 -0.2 0.1 -0.2 -0.243
C -2.9103 -1.4156 2.6690 0.0 0.1 -0.1 -0.589
C -3.0974 -2.8088 2.7734 0.1 -0.1 0.1 -1.072
C -2.2363 -3.5464 3.5315 0.0 0.2 0.0 -0.763
C -1.1656 -2.9158 4.2175 -0.1 -0.4 0.0 1.208
C -0.2674 -3.6831 5.0053 0.1 0.1 0.0 -0.923
C 0.7684 -3.0907 5.6709 -0.2 -0.1 -0.1 -0.563
C 0.9464 -1.6976 5.5706 0.0 0.1 0.0 -0.929
C 0.0993 -0.9378 4.8124 0.2 0.0 0.1 -0.170
C -0.9870 -1.5191 4.1074 0.1 0.3 0.1 0.762
H -4.0915 1.5562 3.9852 0.0 0.0 0.1 0.456
H -4.2568 1.5632 2.2331 0.0 0.0 -0.1 0.431
H -3.5912 2.9815 3.0392 0.0 0.0 0.0 0.376
H -1.5984 2.2193 5.6865 -0.1 0.0 0.0 0.381
H 0.0965 3.4549 6.9383 0.0 0.0 0.1 0.406
H 2.2010 4.1358 5.8423 0.0 0.0 0.0 0.397
H 2.5763 3.5984 3.4632 0.0 0.0 0.0 0.401
H 0.8738 2.3834 2.1880 0.0 0.0 0.0 0.301
H -3.6147 -0.8695 2.0525 0.0 0.1 0.0 0.306
H -3.9209 -3.2786 2.2528 0.0 0.0 0.0 0.430
H -2.3535 -4.6166 3.6276 0.0 -0.1 0.0 0.410
H -0.4265 -4.7517 5.0650 0.0 -0.1 0.0 0.397
H 1.4434 -3.6813 6.2727 0.0 0.0 0.0 0.413
H 1.7629 -1.2244 6.0999 0.0 0.0 0.0 0.451
H 0.2720 0.1261 4.7464 0.0 0.0 0.0 0.273
C 4.0517 -4.7964 -0.3573 0.1 -0.1 0.1 -0.876
S 2.8616 -3.7421 -1.1938 0.1 0.1 -0.1 0.038
C 1.3641 -4.6718 -0.8653 -0.2 -0.1 0.0 -0.761
H 3.8814 -4.8448 0.7181 -0.1 0.0 0.0 0.232
H 5.0400 -4.3763 -0.5267 0.0 0.1 0.0 0.312
H 4.0393 -5.8072 -0.7622 0.0 0.0 -0.1 0.290
H 1.4185 -5.6768 -1.2830 0.1 0.0 0.0 0.351
H 0.5409 -4.1518 -1.3537 0.0 0.0 0.0 0.246
H 1.1455 -4.7383 0.2014 0.0 0.0 0.0 0.194
N 1.2952 -2.2238 1.8185 0.0 0.0 0.3 -0.400
H 1.6080 -1.5016 2.4620 0.1 0.0 0.0 0.224
H 2.0082 -2.9447 1.8454 0.0 0.0 -0.1 0.184
H 0.4761 -2.6157 2.2738 0.0 -0.1 0.0 0.108
```
Forces are in eV/Å.

- The lowest M belongs to which entry?
  C26H28FeO4

- Which formula does entry 1 have?
  C26H28F5N4O

- Which of these has the lowest M?
  C26H28FeO4